19
Properties=species:S:1:pos:R:3:nbo_charge:R:1 method="wB97M-V/def2-TZVPD" orbital_gap_ev=10.7690 lumo_ev=-3.414 charge=+1
H -1.249 3.275 1.360 0.179
H 0.048 -0.889 -2.395 0.430
H 0.641 -0.886 1.737 0.448
H 0.269 3.209 2.531 0.207
H -0.859 1.726 2.030 0.196
H 1.754 0.280 -1.525 0.406
N -0.386 -1.242 -1.497 -0.564
H 0.996 1.342 -0.246 0.477
H -1.187 -3.085 -0.471 0.228
N 0.035 -1.105 0.911 -0.731
O 0.710 2.539 0.856 -0.750
C -0.847 -2.554 -1.505 -0.465
N 1.213 0.300 -0.535 -0.860
H 0.066 -3.420 -1.830 0.205
C -0.312 2.652 1.780 -0.268
H -0.327 -1.948 0.991 0.395
H 0.823 3.409 0.344 0.504
H -1.689 -2.866 -2.169 0.261
C 0.300 -0.739 -0.365 0.704


71
Properties=species:S:1:pos:R:3:mulliken_spin:R:1 method="wB97M-V/def2-TZVPD" orbital_gap_ev="4.7067 / 2.7634" spin_multiplicity=6 lumo_ev="-9.602 / -13.696" charge=+3 s_squared=8.83
N 3.409 1.455 1.620 -0.056
C -2.610 2.474 2.084 0.008
H -1.944 2.973 -2.884 0.002
C 0.458 -2.598 -0.782 0.031
H -1.623 -3.224 1.134 0.001
P -0.066 -1.430 0.508 0.071
C 0.310 2.415 2.078 0.163
H -2.670 -2.880 -1.028 0.004
H 2.244 -0.663 0.690 -0.013
H 3.351 0.955 -3.685 0.031
H -4.151 1.594 -0.914 -0.006
C -0.927 -2.553 1.649 0.022
H -0.388 -2.937 -1.386 -0.006
C -2.912 -1.981 -1.606 0.058
H -0.315 2.666 -0.413 0.089
H 0.343 2.658 3.150 0.009
H 2.266 -2.325 -4.516 -0.001
C -1.253 0.436 3.332 -0.003
H -3.488 1.893 2.385 0.001
C 5.291 -0.111 4.372 0.011
C 5.959 0.413 2.027 -0.029
C 4.291 1.423 0.627 0.220
H 6.269 0.908 -0.080 0.006
H -3.551 -2.066 1.211 -0.001
C 5.594 0.914 0.774 0.109
C 5.018 0.455 3.070 0.218
H -3.794 0.767 -2.451 -0.009
H 3.029 1.143 3.640 -0.007
C 3.764 1.040 2.833 0.208
C -4.114 0.616 -1.412 0.058
H 3.968 1.812 -0.343 0.007
N 5.468 -0.565 5.437 0.311
H -3.894 -2.117 -2.076 0.004
C -1.296 2.367 -0.885 -0.136
P -1.176 1.373 1.775 -0.022
H -2.176 -0.139 3.414 0.001
H 1.916 -2.037 1.769 0.001
C -0.785 -0.105 -3.585 0.110
H -2.900 3.081 1.221 -0.002
H -0.185 -3.168 2.177 0.000
C -0.942 -1.151 -4.502 0.258
H 0.961 -3.474 -0.347 0.000
H -1.233 1.148 4.166 0.002
H -1.579 0.635 -3.415 -0.025
C -1.147 2.474 -2.297 0.624
C 1.546 -0.675 -3.338 0.284
C 0.129 -2.020 -4.769 0.110
H 6.950 -0.009 2.211 -0.001
H 0.219 3.352 1.515 0.002
H -0.106 2.618 -2.645 0.017
H -2.226 2.713 -0.420 0.025
H -2.364 3.163 2.903 0.003
C 0.392 -0.007 -2.849 0.125
H 1.273 1.954 1.804 -0.081
H -3.878 -0.381 1.699 0.000
H -0.402 -0.231 3.461 0.000
H 1.146 -2.076 -1.449 0.007
H -4.972 -1.208 0.549 -0.001
Ru -0.983 0.501 -0.311 2.006
H 0.455 0.644 -1.946 -0.017
H 0.011 -2.874 -5.441 0.003
H -2.166 -1.858 -2.399 -0.006
C 1.382 -1.750 -4.226 0.019
H -1.485 -1.981 2.390 0.002
Se 3.306 -0.223 -2.781 0.053
H -5.115 0.161 -1.401 0.007
C -3.929 -1.095 0.871 0.009
H 1.389 -0.396 2.197 -0.011
H -1.910 -1.292 -4.977 -0.006
P -2.960 -0.494 -0.550 0.048
C 1.508 -1.099 1.369 0.083


10
Properties=species:S:1:pos:R:3:nbo_charge:R:1 method="wB97M-V/def2-TZVPD" orbital_gap_ev="8.8659 / 8.1454" lumo_ev="-0.044 / -0.649"
C -0.497 0.039 0.029 0.009
N 2.807 -0.517 -0.473 -0.061
H -1.770 -1.545 0.946 0.179
C -1.619 -0.921 0.074 -0.423
H -2.264 1.448 0.423 0.232
C -1.619 0.626 0.241 -0.297
H 2.128 1.589 -0.747 0.194
H -2.002 -1.348 -0.847 0.178
N 2.834 0.000 0.650 -0.062
C 2.002 0.629 -0.296 0.051


24
Properties=species:S:1:pos:R:3:nbo_charge:R:1 method="wB97M-V/def2-TZVPD" orbital_gap_ev="7.6863 / 6.6370" lumo_ev="0.235 / -0.439"
C -1.172 -0.214 -1.672 -0.213
C 1.168 -0.552 -0.903 -0.022
H 1.433 2.170 0.512 0.208
H -3.506 2.561 2.446 0.208
C -0.902 -1.081 -2.640 -0.221
C -0.144 0.023 -0.731 0.099
C 1.170 1.146 0.731 -0.277
H -1.335 -0.900 1.428 0.232
C 2.104 0.203 -0.011 -0.457
C 1.396 -1.488 -1.869 -0.212
H 0.176 0.605 3.455 0.489
C -2.875 1.815 2.581 -0.179
C -1.124 -0.021 2.165 0.139
H 2.787 0.769 -0.613 0.227
C 0.330 -1.700 -2.751 -0.200
H 0.472 -2.561 -3.450 0.210
H 1.160 0.825 1.736 0.210
C -1.995 1.060 2.292 -0.110
H -2.109 0.233 -1.533 0.221
H -1.656 -1.246 -3.399 0.215
N -0.164 1.025 0.252 -0.346
H 2.285 -2.081 -1.803 0.217
O -0.010 -0.153 2.964 -0.659
H 2.510 -0.437 0.813 0.222


108
Properties=species:S:1:pos:R:3:mulliken_charge:R:1 method="wB97M-V/def2-TZVPD" orbital_gap_ev=9.6206 smiles="COCCCCCCCCC[C@@H]1OS(=O)(=O)O[C@H]1P(C)O.CCOS(C)(=O)=O.CCOS(C)(=O)=O.CCOS(C)(=O)=O.CCOS(C)(=O)=O" lumo_ev=0.389
H -6.152 5.312 1.444 0.383
H -4.004 4.685 0.164 0.190
C 0.274 -1.970 1.700 -0.547
H 6.395 -1.208 -1.145 0.264
C 4.021 1.913 -4.121 -1.153
H -5.584 3.092 3.136 0.316
S -7.031 0.157 3.427 1.159
P -7.123 0.333 -0.272 -0.074
H 1.448 -0.286 -0.099 0.347
S -4.569 -6.408 2.977 1.223
H 4.631 1.850 -9.029 0.277
H 6.335 -0.634 0.529 0.397
H -3.900 5.216 1.823 0.462
O -7.206 -1.225 0.199 -0.396
O 4.092 -3.252 3.412 -0.622
H -7.974 2.535 1.329 0.477
O -0.089 -0.695 1.235 -0.267
O 6.113 -2.622 2.156 -0.640
C -5.780 4.294 1.311 -0.803
H -1.150 2.946 3.385 0.403
C 4.010 -3.430 0.808 -0.612
H 6.777 3.045 -9.498 0.344
H 0.853 1.735 2.782 0.411
O -7.716 1.537 3.100 -0.425
H -3.654 2.792 2.533 0.349
H -6.047 -7.783 4.161 0.317
C 4.748 2.415 -9.952 -0.943
H 5.808 -4.649 4.978 0.291
C 6.521 -5.374 3.069 -0.392
H -5.348 1.593 0.928 -1.739
C 5.828 3.463 -9.832 -0.368
C 6.096 -5.585 4.504 -0.954
O 6.889 3.662 -7.110 -0.679
O -5.918 0.235 2.286 -0.155
C 1.016 0.101 0.837 -0.754
H 3.564 -2.439 0.746 -0.084
O 4.445 3.530 -6.892 -0.582
H -1.677 4.443 1.630 0.355
H 5.445 1.585 -0.298 0.365
H -4.355 -7.929 4.748 0.313
H 3.238 -4.190 0.881 0.420
H -6.201 3.964 0.352 0.483
H 7.305 -4.623 2.975 0.342
S 5.601 4.234 -7.363 1.275
H 1.030 -1.908 2.493 0.305
C -6.362 3.437 2.451 -0.872
H 6.865 -6.297 2.608 0.273
C -1.903 3.389 1.429 -0.736
H 6.406 6.428 -7.182 0.326
C -6.290 1.151 1.242 2.133
O 3.479 -0.201 -2.694 -0.651
C 0.542 1.530 0.660 -0.249
H 4.442 2.908 -4.013 0.305
H -1.576 3.205 0.402 0.465
H 0.861 3.265 1.934 0.410
C -5.289 -3.195 2.947 -0.704
C -5.640 0.327 -1.387 -0.873
O 5.408 -4.973 2.219 -0.283
H -6.335 -3.204 3.247 0.298
O -5.442 -6.275 1.850 -0.611
H -0.628 -2.436 2.097 0.119
H -6.376 -1.648 0.457 0.295
H 1.231 2.042 -0.014 0.279
O -7.946 -0.892 3.145 -0.570
C -1.103 2.501 2.385 -0.790
C 5.887 -0.531 -0.459 -0.452
H 4.611 1.314 -4.808 0.392
H -4.727 0.696 -0.918 0.201
H -4.935 -2.163 2.949 0.283
C 0.357 2.294 1.981 -0.983
H -5.218 -3.593 1.934 0.341
H 3.792 2.876 -10.200 0.265
H 1.795 0.041 1.614 0.384
H -4.474 -3.572 4.911 0.287
H 4.669 -3.609 -0.037 0.364
H 2.988 1.969 -4.458 0.432
H -5.461 -0.695 -1.731 0.363
O 5.459 4.531 -8.909 -0.285
H 4.612 6.343 -7.128 0.324
H 5.989 3.991 -10.768 0.271
H -7.061 4.027 3.048 0.436
C -7.140 2.226 1.962 0.069
C -5.000 -7.854 3.878 -0.942
H 6.933 -6.015 5.057 0.384
H -3.400 -4.061 3.593 0.335
O -6.340 0.233 4.667 -0.607
H 0.669 -2.600 0.894 0.235
C -4.245 4.389 1.191 -0.848
H 5.018 1.724 -10.752 0.381
H 5.576 5.847 -5.707 0.361
C -3.411 3.156 1.529 0.116
S 4.954 -3.457 2.288 1.266
S 3.996 1.128 -2.555 1.347
O 3.394 1.985 -1.573 -0.623
H -0.417 1.464 0.134 0.213
H 4.842 -0.829 -0.395 -0.066
O -3.154 -6.370 2.750 -0.654
C 5.543 5.895 -6.793 -0.958
H 7.047 1.229 -0.956 0.313
O 5.562 1.091 -2.304 -0.314
C 6.012 0.899 -0.927 -0.572
H -3.679 2.345 0.842 -0.302
C -4.441 -3.992 3.908 -0.637
H -1.574 1.514 2.463 0.328
H -4.842 -8.691 3.202 0.368
O -4.943 -5.349 4.090 -0.258
H 5.254 -6.274 4.556 0.264
H -5.842 0.931 -2.273 0.332


71
Properties=species:S:1:pos:R:3:mulliken_charge:R:1 method="wB97M-V/def2-TZVPD" orbital_gap_ev=10.5321 smiles="CCOB(O)[C@H]1C(=O)N[C@](F)(Cl)[C@H]1B(C)O.CCOC(=O)C(F)(F)F.CCOC(=O)C(F)(F)F.CCOC(=O)C(F)(F)F" lumo_ev=0.178
B -2.521 4.701 2.243 0.578
H -1.729 -0.837 -2.226 0.397
H 1.209 1.975 1.955 0.215
F 0.199 -6.702 -2.158 -0.245
O 4.825 2.905 4.078 -0.486
H -1.325 4.417 3.724 0.357
H -2.463 2.569 -0.157 0.220
O 0.788 3.287 0.424 -0.585
O -3.261 -5.782 -5.907 -0.295
O -1.723 5.150 3.238 -0.681
H 0.236 3.379 2.455 -0.256
C 6.335 2.711 6.301 -0.214
C -0.946 -4.725 -1.531 0.298
B -0.500 3.399 0.051 0.884
C -2.577 3.159 1.846 -0.520
H 7.022 0.679 6.129 0.310
F -2.471 -3.230 -6.025 -0.235
O -0.310 -3.906 -2.356 -0.296
F 7.021 4.924 2.827 -0.266
F -1.250 2.060 3.531 -0.279
F 7.834 2.931 2.529 -0.254
H -0.510 -2.404 -3.707 0.357
H 7.086 3.003 7.031 0.313
H -4.064 -7.588 -6.560 0.313
H 5.773 0.928 7.365 0.369
H -1.771 -7.359 -7.604 0.335
C -3.524 -3.621 -6.765 0.936
N -2.476 0.839 2.176 -0.433
H 3.136 3.377 1.682 0.341
C -1.744 2.589 0.656 0.198
O 6.860 3.112 5.020 -0.338
C -1.213 -1.701 -1.808 -1.075
C 5.992 3.157 4.018 0.346
C -1.896 -7.698 -6.577 -1.103
F 1.182 -5.411 -0.712 -0.248
O -0.760 4.250 -1.001 -0.652
H -3.488 5.515 0.454 0.401
Cl -3.630 2.171 4.229 -0.174
C 6.103 1.216 6.368 -1.099
H -0.236 -1.386 -1.443 0.321
H -3.048 6.757 1.671 0.248
F -3.515 -2.917 -7.897 -0.246
H 2.158 4.821 2.098 0.348
H -1.777 -2.053 -0.946 0.339
C -1.068 -2.786 -2.855 -0.311
C -3.479 -5.130 -7.042 0.319
H 2.408 3.610 3.294 0.393
H -1.852 -8.786 -6.568 0.380
O -2.081 -4.629 -1.168 -0.509
C -3.430 5.761 1.513 -1.071
C 1.027 3.034 1.808 0.546
F -4.642 -3.295 -6.091 -0.261
F 5.916 3.460 1.672 -0.221
F -0.539 -6.585 -0.123 -0.239
H -2.034 -3.126 -3.225 0.295
O -0.853 0.372 0.611 -0.376
H -3.315 -7.580 -4.973 0.338
H -4.426 5.649 1.926 0.332
C 6.702 3.621 2.738 0.910
H -1.442 4.889 -0.767 0.330
H -3.616 3.040 1.537 0.417
C -2.467 2.090 2.915 0.612
H 5.428 3.273 6.522 0.315
O -3.643 -5.615 -8.121 -0.515
C 2.290 3.756 2.230 -1.499
C -0.012 -5.872 -1.118 0.908
C -1.566 1.121 1.084 -0.210
H -1.059 -7.304 -6.000 0.288
C -3.209 -7.219 -5.994 -0.245
H 5.347 0.899 5.652 0.311
H -3.417 0.692 1.826 0.319


18
Properties=species:S:1:pos:R:3:nbo_charge:R:1 method="wB97M-V/def2-TZVPD" orbital_gap_ev=10.1610 smiles="C=CCCNCO" lumo_ev=0.931
H 0.982 -1.283 1.799 0.221
H -0.679 -0.379 1.823 0.196
H 0.270 1.813 1.616 0.199
H -1.946 -1.842 -1.816 0.462
H -2.367 -0.270 -0.626 0.180
H -1.754 0.953 -2.000 0.184
C 0.398 -0.453 1.351 -0.446
C 2.178 1.208 2.006 -0.411
C -1.602 0.069 -1.338 0.071
H 0.396 0.509 -1.705 0.383
C 0.323 -0.675 -0.141 -0.231
C 0.880 0.935 1.757 -0.161
N -0.303 0.366 -0.964 -0.643
H -0.132 -1.602 -0.530 0.187
H 1.313 -0.693 -0.450 0.188
H 2.715 2.131 2.000 0.206
O -1.552 -1.084 -2.200 -0.762
H 2.679 0.272 2.428 0.178


89
Properties=species:S:1:pos:R:3:mulliken_spin:R:1 method="wB97M-V/def2-TZVPD" orbital_gap_ev="6.5089 / 7.0017" spin_multiplicity=3 lumo_ev="-1.426 / -1.424" s_squared=2.01
H -1.203 -4.666 6.940 -0.011
C -0.621 -2.729 -2.273 0.000
H -1.895 -4.925 4.466 -0.018
H -1.590 -2.463 -2.687 0.000
H -1.791 -1.898 -4.771 0.000
H -2.153 4.286 -0.320 0.001
H -2.131 5.552 -4.278 -0.009
C 2.034 0.055 -2.842 0.003
C -1.069 -2.978 3.934 -0.025
H -0.015 -2.272 8.451 0.000
H -2.165 -1.335 3.018 0.006
C -0.298 -2.770 6.391 0.004
O 1.607 -4.012 -3.363 0.000
H 0.213 -1.359 3.356 -0.015
C 1.146 5.520 -1.853 -0.023
C -1.586 -0.830 -4.716 0.002
I 3.957 1.647 -1.111 -0.001
C -0.090 4.865 -3.998 0.003
H -0.754 4.021 -5.880 0.000
C -1.118 -4.510 3.823 0.033
H -0.047 -4.379 -5.258 0.000
H 0.394 5.363 -6.021 0.000
C 0.667 4.231 -1.189 0.035
H -0.085 -6.167 -2.633 0.000
C -2.166 -2.422 3.032 -0.003
H -1.039 2.337 -0.155 -0.001
C -0.928 2.301 -1.239 -0.034
C -1.834 4.595 -1.315 0.007
H 1.429 3.458 -1.324 0.001
C 0.144 4.466 -5.451 -0.005
C 0.814 -0.791 -3.117 0.000
H -2.683 4.480 -1.989 -0.008
H 1.648 -3.802 4.504 -0.003
H 1.022 -1.152 5.889 0.005
H 0.499 6.359 -1.581 -0.001
C 1.053 -2.246 5.890 0.037
H -1.846 1.899 -1.673 -0.003
H -0.175 -4.994 4.066 0.001
O 0.060 2.585 -3.655 0.523
H 1.822 -2.541 6.609 -0.001
N -0.537 3.642 -3.252 0.396
C 2.404 0.314 -1.418 0.005
H -0.111 1.624 -1.470 0.030
H 1.474 6.320 -3.840 0.001
H -0.886 6.724 -4.717 0.000
H -1.356 -4.780 2.794 0.002
H -2.007 -0.406 -3.800 -0.001
C -0.658 3.711 -1.755 0.022
C -0.210 -4.258 6.748 0.019
H 1.034 1.016 2.602 0.000
H 2.139 5.769 -1.472 0.000
O -0.341 -5.317 -2.248 0.000
H 0.633 -1.487 -6.652 0.000
O 0.773 -1.707 -5.724 0.001
O 0.108 -1.760 0.214 0.003
C 1.216 5.367 -3.371 0.030
N 1.510 1.238 1.730 0.000
P 0.156 -4.094 -3.164 0.000
H 2.325 -2.228 4.158 0.001
N -1.332 -2.509 5.335 0.411
H -1.718 -2.324 7.966 -0.002
C -0.717 -2.025 7.653 -0.008
H 2.014 4.661 -3.621 0.005
P 0.205 -0.423 -4.821 -0.004
C 0.701 -1.252 -0.713 0.001
H -1.583 5.651 -1.253 0.001
C 1.774 -0.271 -0.407 0.000
C 0.294 -2.442 3.493 0.058
O 2.796 -0.858 1.864 0.000
H -3.149 -2.762 3.362 -0.008
H 0.382 -4.364 7.657 0.001
H -2.056 -0.353 -5.579 0.000
H 2.210 1.939 1.954 0.000
H -1.989 -2.780 2.017 0.001
O 2.704 0.461 -3.759 0.002
B 2.063 0.026 1.131 -0.002
C 0.321 -1.564 -2.134 -0.001
O -1.803 -1.321 5.385 0.527
O -0.672 -4.250 -4.531 0.000
H 0.957 3.752 -5.547 0.004
C 1.416 -2.734 4.488 -0.017
H -1.272 6.460 -3.031 0.001
H 0.268 -4.865 5.985 0.001
C -1.162 5.961 -3.989 0.015
H 0.544 4.372 -0.112 0.000
H 2.918 -1.708 1.427 0.000
H 0.525 -2.862 2.512 0.002
H -0.815 -3.133 -1.276 0.000
H -0.713 -0.949 7.507 0.002


no.,molar mass (g/mol)
1,106.149
2,618.547
3,80.090
4,173.215
5,839.038
6,677.487
7,101.149
8,745.338